(1)
{
  "formula": "C54H90N12",
  "method": "ωB97M-V with the def2-TZVPD basis set",
  "spin_multiplicity": 1,
  "charge": 0,
  "homo_lumo_gap_ev": 8.1,
  "homo_energy_ev": -8.00,
  "molar_mass_g_mol": 907.4,
  "lumo_energy_ev": 0.14,
  "smiles": "c1cc[nH]c1.c1cc[nH]c1.c1cc[nH]c1.c1cc[nH]c1.c1cc[nH]c1.c1cc[nH]c1.c1cc[nH]c1.c1cc[nH]c1.c1cc[nH]c1.CCN(CC)CC.CCN(CC)CC.CCN(CC)CC",
  "de_lowest_kcal_mol": 45.2,
  "total_energy_ev": -75329.3677,
  "species": ["N", "C", "C", "C", "C", "H", "H", "H", "H", "H", "N", "C", "C", "C", "C", "H", "H", "H", "H", "H", "N", "C", "C", "C", "C", "H", "H", "H", "H", "H", "N", "C", "C", "C", "C", "H", "H", "H", "H", "H", "N", "C", "C", "C", "C", "H", "H", "H", "H", "H", "N", "C", "C", "C", "C", "H", "H", "H", "H", "H", "N", "C", "C", "C", "C", "H", "H", "H", "H", "H", "N", "C", "C", "C", "C", "H", "H", "H", "H", "H", "N", "C", "C", "C", "C", "H", "H", "H", "H", "H", "C", "C", "N", "C", "C", "C", "C", "H", "H", "H", "H", "H", "H", "H", "H", "H", "H", "H", "H", "H", "H", "H", "C", "C", "N", "C", "C", "C", "C", "H", "H", "H", "H", "H", "H", "H", "H", "H", "H", "H", "H", "H", "H", "H", "C", "C", "N", "C", "C", "C", "C", "H", "H", "H", "H", "H", "H", "H", "H", "H", "H", "H", "H", "H", "H", "H"],
  "coordinates": [[8.474, 2.951, -4.969], [7.752, 2.176, -5.840], [8.089, 2.585, -7.101], [9.065, 3.615, -6.998], [9.343, 3.825, -5.658], [8.435, 2.795, -3.972], [7.071, 1.379, -5.580], [7.839, 2.157, -8.060], [9.592, 4.188, -7.747], [9.916, 4.535, -5.079], [-4.811, -2.607, -2.185], [-6.157, -2.485, -2.308], [-6.480, -3.229, -3.418], [-5.351, -3.575, -4.055], [-4.236, -3.221, -3.327], [-4.233, -2.188, -1.471], [-6.772, -2.089, -1.514], [-7.468, -3.348, -3.838], [-5.386, -4.144, -4.972], [-3.168, -3.257, -3.485], [-0.088, 1.032, -2.010], [-0.687, 1.419, -0.912], [-0.238, 0.764, 0.228], [0.752, -0.105, -0.212], [0.885, 0.132, -1.609], [-0.169, 1.210, -3.001], [-1.419, 2.201, -1.051], [-0.714, 0.798, 1.196], [1.268, -0.762, 0.473], [1.495, -0.368, -2.346], [1.636, -7.047, -3.030], [2.260, -7.841, -3.907], [2.380, -9.065, -3.296], [1.690, -9.078, -2.152], [1.293, -7.754, -1.963], [1.409, -6.086, -3.242], [2.668, -7.520, -4.854], [2.947, -9.903, -3.673], [1.527, -9.928, -1.506], [0.762, -7.274, -1.154], [6.032, 2.385, 6.090], [6.760, 2.582, 7.214], [6.721, 1.534, 8.072], [5.960, 0.524, 7.388], [5.519, 1.122, 6.214], [6.048, 2.923, 5.235], [7.199, 3.539, 7.453], [7.203, 1.327, 9.016], [5.842, -0.495, 7.726], [4.982, 0.720, 5.366], [-8.552, 7.118, 3.065], [-7.913, 8.195, 2.469], [-6.835, 7.820, 1.830], [-6.893, 6.421, 1.792], [-7.945, 5.953, 2.554], [-9.406, 7.168, 3.602], [-8.387, 9.159, 2.580], [-6.117, 8.377, 1.246], [-6.208, 5.815, 1.218], [-8.191, 4.937, 2.826], [0.262, -3.464, -9.563], [1.290, -3.099, -8.829], [0.980, -1.801, -8.368], [-0.313, -1.465, -8.816], [-0.710, -2.480, -9.615], [0.319, -4.289, -10.143], [2.183, -3.700, -8.913], [1.532, -1.314, -7.578], [-0.919, -0.584, -8.665], [-1.573, -2.678, -10.233], [8.092, -4.252, -3.209], [7.290, -4.679, -2.180], [7.312, -3.784, -1.151], [8.236, -2.758, -1.510], [8.608, -3.032, -2.780], [8.490, -4.826, -3.939], [6.872, -5.675, -2.174], [6.791, -3.738, -0.206], [8.587, -1.959, -0.874], [9.326, -2.498, -3.385], [7.419, 5.541, 1.023], [7.596, 4.198, 1.064], [6.383, 3.477, 0.910], [5.454, 4.471, 0.821], [6.059, 5.757, 0.927], [8.174, 6.212, 0.993], [8.636, 3.918, 0.986], [6.294, 2.408, 0.788], [4.406, 4.281, 0.643], [5.494, 6.674, 0.837], [-5.072, -0.274, 8.297], [-6.011, 0.231, 7.233], [-7.426, -0.010, 7.443], [-7.966, 0.796, 8.581], [-8.105, 2.340, 8.367], [-7.721, -1.411, 7.585], [-9.133, -1.850, 7.267], [-4.060, 0.091, 8.123], [-4.978, -1.360, 8.306], [-5.351, 0.067, 9.294], [-5.817, 1.298, 7.120], [-5.552, -0.146, 6.318], [-7.373, 0.689, 9.489], [-8.947, 0.402, 8.846], [-8.522, 2.736, 9.293], [-8.736, 2.641, 7.531], [-7.223, 2.980, 8.346], [-7.151, -2.144, 7.014], [-7.398, -1.577, 8.613], [-9.214, -2.324, 6.290], [-9.454, -2.525, 8.061], [-9.793, -0.983, 7.313], [3.538, 8.130, -7.902], [2.482, 7.119, -7.247], [1.172, 7.753, -7.302], [0.536, 8.065, -8.554], [0.021, 6.767, -9.297], [0.236, 7.088, -6.442], [0.387, 7.520, -4.867], [4.559, 7.878, -7.616], [3.329, 9.112, -7.478], [3.507, 8.123, -8.991], [2.418, 6.179, -7.795], [2.803, 6.789, -6.259], [-0.356, 8.679, -8.433], [1.278, 8.631, -9.117], [-0.337, 6.967, -10.307], [0.614, 5.854, -9.339], [-0.874, 6.371, -8.818], [0.305, 6.004, -6.540], [-0.802, 7.320, -6.680], [1.187, 6.909, -4.449], [-0.449, 7.202, -4.245], [0.674, 8.559, -4.699], [-0.625, -5.319, 5.605], [-1.367, -6.350, 6.465], [-2.267, -7.275, 5.844], [-3.325, -6.719, 5.021], [-3.735, -7.701, 3.921], [-2.872, -8.157, 6.820], [-1.989, -9.393, 7.065], [-0.185, -4.519, 6.200], [-1.303, -4.767, 4.954], [0.106, -5.848, 4.993], [-0.539, -6.834, 6.983], [-1.840, -5.848, 7.309], [-4.187, -6.531, 5.661], [-3.133, -5.771, 4.519], [-3.989, -8.722, 4.206], [-4.558, -7.305, 3.325], [-2.984, -7.687, 3.131], [-3.886, -8.531, 6.681], [-3.082, -7.437, 7.611], [-1.734, -9.592, 8.105], [-1.096, -8.999, 6.580], [-2.196, -10.253, 6.428]]
}

***

(2)
{
  "formula": "C55H150F3N21O13P6S",
  "method": "ωB97M-V with the def2-TZVPD basis set",
  "spin_multiplicity": 1,
  "charge": 0,
  "homo_lumo_gap_ev": 8.2,
  "homo_energy_ev": -8.00,
  "molar_mass_g_mol": 1588.8,
  "lumo_energy_ev": 0.19,
  "total_energy_ev": -192098.3825,
  "species": ["C", "O", "C", "C", "N", "H", "H", "C", "C", "O", "C", "H", "H", "H", "H", "H", "H", "H", "H", "H", "H", "H", "H", "H", "H", "C", "F", "F", "F", "S", "O", "O", "O", "C", "O", "N", "C", "C", "H", "H", "H", "H", "H", "H", "H", "O", "P", "N", "C", "C", "N", "C", "C", "N", "C", "C", "H", "H", "H", "H", "H", "H", "H", "H", "H", "H", "H", "H", "H", "H", "H", "H", "H", "H", "O", "P", "N", "C", "C", "N", "C", "C", "N", "C", "C", "H", "H", "H", "H", "H", "H", "H", "H", "H", "H", "H", "H", "H", "H", "H", "H", "H", "H", "O", "P", "N", "C", "C", "N", "C", "C", "N", "C", "C", "H", "H", "H", "H", "H", "H", "H", "H", "H", "H", "H", "H", "H", "H", "H", "H", "H", "H", "O", "P", "N", "C", "C", "N", "C", "C", "N", "C", "C", "H", "H", "H", "H", "H", "H", "H", "H", "H", "H", "H", "H", "H", "H", "H", "H", "H", "H", "O", "P", "N", "C", "C", "N", "C", "C", "N", "C", "C", "H", "H", "H", "H", "H", "H", "H", "H", "H", "H", "H", "H", "H", "H", "H", "H", "H", "H", "O", "P", "N", "C", "C", "N", "C", "C", "N", "C", "C", "H", "H", "H", "H", "H", "H", "H", "H", "H", "H", "H", "H", "H", "H", "H", "H", "H", "H", "C", "C", "C", "C", "C", "C", "N", "O", "C", "C", "C", "H", "H", "H", "H", "H", "H", "H", "H", "H", "H", "H", "H", "H", "H", "H", "H", "H", "H", "H"],
  "coordinates": [[-25.563, -17.693, 18.513], [-26.706, -17.671, 17.603], [-27.027, -16.316, 17.455], [-28.158, -16.021, 16.494], [-28.188, -17.099, 15.382], [-27.335, -17.302, 14.880], [-28.467, -17.902, 15.928], [-29.297, -17.117, 14.300], [-29.418, -18.480, 13.593], [-29.167, -19.607, 14.390], [-29.248, -20.910, 13.724], [-25.222, -18.727, 18.566], [-25.961, -17.444, 19.497], [-24.813, -17.001, 18.128], [-26.193, -15.677, 17.165], [-27.291, -15.985, 18.460], [-27.973, -15.061, 16.011], [-29.130, -15.997, 16.986], [-29.069, -16.306, 13.608], [-30.195, -16.927, 14.889], [-28.653, -18.433, 12.817], [-30.434, -18.679, 13.254], [-28.690, -20.981, 12.790], [-30.242, -21.302, 13.507], [-28.787, -21.620, 14.410], [-23.174, -16.653, 14.478], [-23.767, -16.095, 15.562], [-22.320, -15.816, 13.890], [-22.463, -17.748, 14.850], [-24.623, -17.152, 13.349], [-25.354, -18.150, 14.122], [-25.352, -15.917, 13.035], [-23.853, -17.714, 12.150], [-24.910, -10.620, 15.593], [-24.953, -9.493, 16.200], [-25.766, -11.679, 15.783], [-25.510, -12.931, 15.179], [-26.867, -11.705, 16.796], [-24.163, -10.818, 14.809], [-25.139, -13.482, 16.044], [-24.724, -12.936, 14.425], [-26.424, -13.426, 14.849], [-27.733, -12.035, 16.222], [-26.708, -12.431, 17.594], [-27.011, -10.677, 17.128], [-36.640, -20.789, 14.211], [-36.849, -19.305, 14.112], [-37.393, -18.489, 15.537], [-36.543, -18.315, 16.702], [-38.742, -18.781, 16.018], [-37.918, -18.800, 12.814], [-38.646, -19.650, 11.912], [-38.253, -17.373, 12.561], [-35.410, -18.524, 13.709], [-34.280, -19.233, 13.054], [-35.163, -17.001, 13.711], [-36.730, -17.365, 17.203], [-35.492, -18.316, 16.414], [-36.773, -19.049, 17.474], [-39.412, -18.597, 15.179], [-39.152, -18.185, 16.833], [-38.930, -19.811, 16.321], [-39.726, -19.636, 12.060], [-38.498, -19.494, 10.843], [-38.482, -20.702, 12.144], [-39.228, -17.175, 12.115], [-38.277, -16.850, 13.516], [-37.460, -16.935, 11.954], [-34.533, -19.416, 12.010], [-33.375, -18.626, 13.068], [-34.134, -20.195, 13.545], [-35.155, -16.521, 12.732], [-34.158, -16.821, 14.092], [-35.926, -16.604, 14.381], [-23.398, -19.081, 20.880], [-22.179, -19.710, 20.321], [-20.970, -18.596, 20.089], [-19.837, -18.867, 19.159], [-20.771, -17.443, 20.966], [-22.467, -20.267, 18.649], [-22.936, -21.664, 18.435], [-22.754, -19.377, 17.614], [-21.520, -21.027, 21.181], [-20.454, -21.963, 20.567], [-21.807, -21.313, 22.601], [-18.882, -19.005, 19.667], [-19.673, -18.005, 18.512], [-19.968, -19.709, 18.480], [-19.792, -17.497, 21.442], [-21.494, -17.412, 21.781], [-20.856, -16.524, 20.386], [-22.869, -22.206, 19.378], [-23.973, -21.703, 18.101], [-22.350, -22.047, 17.599], [-22.275, -19.632, 16.669], [-23.811, -19.375, 17.348], [-22.476, -18.360, 17.889], [-20.718, -22.086, 19.516], [-19.470, -21.517, 20.706], [-20.455, -22.949, 21.032], [-21.148, -20.859, 23.341], [-21.735, -22.399, 22.537], [-22.791, -20.967, 22.917], [-29.899, -13.363, 17.442], [-31.126, -13.337, 18.267], [-31.328, -14.558, 19.495], [-31.389, -15.983, 19.125], [-31.972, -14.248, 20.785], [-32.514, -13.631, 17.351], [-33.901, -13.827, 17.823], [-32.434, -13.450, 15.864], [-31.392, -11.804, 19.003], [-32.594, -11.377, 19.654], [-30.174, -10.924, 19.064], [-30.365, -16.352, 19.059], [-31.955, -16.177, 18.214], [-31.881, -16.532, 19.928], [-31.728, -13.258, 21.172], [-31.519, -14.956, 21.479], [-33.033, -14.485, 20.708], [-34.466, -12.895, 17.854], [-34.399, -14.595, 17.232], [-33.871, -14.260, 18.823], [-32.446, -14.439, 15.405], [-33.315, -12.931, 15.488], [-31.535, -12.906, 15.575], [-33.201, -12.212, 20.002], [-32.444, -10.590, 20.394], [-33.186, -10.857, 18.901], [-29.833, -10.629, 20.057], [-30.187, -10.004, 18.481], [-29.319, -11.496, 18.702], [-31.524, -16.319, 12.234], [-31.555, -15.220, 11.251], [-32.511, -13.860, 11.725], [-32.595, -12.516, 11.069], [-33.692, -14.204, 12.467], [-32.170, -15.588, 9.709], [-32.811, -14.601, 8.820], [-32.602, -16.933, 9.412], [-29.967, -14.529, 10.846], [-29.323, -13.689, 11.795], [-29.202, -15.192, 9.839], [-32.613, -11.716, 11.810], [-33.503, -12.486, 10.468], [-31.766, -12.376, 10.376], [-34.055, -13.280, 12.917], [-33.478, -14.932, 13.251], [-34.330, -14.754, 11.775], [-32.106, -13.770, 8.846], [-32.932, -14.947, 7.793], [-33.822, -14.401, 9.174], [-33.678, -16.957, 9.242], [-32.283, -17.316, 8.443], [-32.421, -17.550, 10.293], [-28.273, -13.973, 11.860], [-29.381, -12.664, 11.429], [-29.843, -13.871, 12.735], [-29.328, -16.269, 9.957], [-28.138, -15.021, 10.001], [-29.584, -14.907, 8.859], [-30.067, -18.493, 17.017], [-30.289, -19.786, 17.777], [-31.966, -20.240, 17.560], [-32.523, -21.036, 16.472], [-33.063, -19.500, 18.241], [-30.004, -19.792, 19.497], [-30.399, -20.850, 20.414], [-28.980, -18.968, 20.084], [-29.360, -21.049, 17.074], [-29.583, -22.503, 17.320], [-27.884, -20.800, 17.067], [-31.800, -21.085, 15.658], [-33.499, -20.725, 16.099], [-32.484, -22.109, 16.658], [-32.604, -19.080, 19.135], [-33.807, -20.224, 18.574], [-33.504, -18.766, 17.566], [-31.418, -21.071, 20.094], [-29.836, -21.780, 20.344], [-30.457, -20.482, 21.438], [-28.079, -19.528, 20.336], [-28.630, -18.262, 19.331], [-29.251, -18.383, 20.963], [-29.016, -23.057, 16.573], [-29.221, -22.765, 18.314], [-30.647, -22.723, 17.236], [-27.682, -19.853, 16.567], [-27.206, -21.561, 16.682], [-27.587, -20.467, 18.062], [-30.113, -25.423, 14.087], [-31.425, -25.798, 13.360], [-32.112, -24.568, 12.342], [-31.352, -24.354, 11.024], [-32.546, -23.389, 12.989], [-32.691, -26.098, 14.448], [-32.514, -26.203, 15.868], [-34.074, -26.232, 14.063], [-31.220, -27.283, 12.451], [-32.452, -28.026, 12.049], [-29.999, -27.922, 12.310], [-30.399, -23.838, 11.142], [-31.949, -23.650, 10.445], [-31.282, -25.318, 10.520], [-33.181, -22.755, 12.371], [-31.784, -22.786, 13.483], [-33.251, -23.777, 13.725], [-33.503, -26.045, 16.298], [-32.155, -27.199, 16.130], [-31.901, -25.433, 16.337], [-34.479, -27.163, 14.458], [-34.664, -25.367, 14.365], [-34.206, -26.141, 12.985], [-32.230, -28.929, 11.479], [-33.096, -28.224, 12.905], [-33.074, -27.431, 11.381], [-29.108, -27.296, 12.276], [-29.991, -28.581, 11.442], [-29.810, -28.565, 13.170], [-26.131, -12.545, 22.724], [-26.188, -13.661, 21.650], [-24.759, -13.877, 20.996], [-23.781, -14.620, 21.930], [-24.312, -15.952, 22.264], [-25.770, -15.826, 22.925], [-26.673, -14.959, 22.196], [-27.905, -14.916, 22.744], [-26.386, -17.293, 22.882], [-25.553, -15.395, 24.353], [-27.030, -13.148, 20.441], [-25.769, -11.654, 22.211], [-25.495, -12.730, 23.589], [-27.151, -12.411, 23.084], [-24.776, -14.220, 19.961], [-24.397, -12.851, 20.931], [-23.533, -14.002, 22.793], [-22.848, -14.740, 21.379], [-23.597, -16.494, 22.884], [-24.504, -16.557, 21.378], [-26.751, -17.488, 21.873], [-25.790, -18.190, 23.050], [-27.345, -17.395, 23.390], [-24.932, -16.162, 24.815], [-25.083, -14.452, 24.631], [-26.533, -15.201, 24.790], [-27.333, -13.977, 19.801], [-26.538, -12.315, 19.939], [-27.968, -12.644, 20.670], [-28.423, -15.452, 22.140]]
}